1.
{"formula": "HN2O4S", "method": "ωB97M-V with the def2-TZVPD basis set", "symbols": ["S", "O", "O", "N", "N", "O", "H", "O"], "coordinates": [[1.3749, 1.3636, 0.2426], [-1.4456, 2.3533, 0.0872], [0.9688, 1.7431, -1.1318], [-1.5288, 1.1804, 0.1239], [0.0122, 0.3371, 0.8386], [-2.2747, 0.3220, -0.2438], [-0.0656, -0.4926, 0.2209], [2.5395, 0.3991, 0.1782]], "atomic_forces_ev_per_a": [[1.741, 0.113, -0.680], [-1.531, 0.182, -0.156], [-0.158, -0.143, 0.174], [4.842, -2.799, 1.477], [-2.397, 0.839, -1.174], [-1.069, 1.098, -0.253], [0.162, 0.385, 0.094], [-1.590, 0.325, 0.518]], "nbo_charge": [1.55, -0.31, -1.05, 0.65, -0.77, -0.38, 0.33, -1.03], "homo_energy_ev": -4.03, "charge": -1}

=====

2.
{"formula": "C8H19PS", "method": "ωB97M-V with the def2-TZVPD basis set", "symbols": ["C", "H", "H", "H", "H", "C", "C", "H", "H", "C", "H", "H", "H", "H", "C", "H", "H", "H", "H", "C", "H", "H", "H", "P", "S", "C", "H", "C", "H"], "coordinates": [[-1.1188, -1.3117, 0.8443], [-0.3804, -1.4480, 1.6347], [-1.1896, 2.0114, 2.6916], [1.3216, -2.0490, -2.7102], [-0.3757, -1.5820, -2.5824], [-2.4956, -1.0363, 1.4210], [-0.7519, 2.6580, 1.9343], [-3.2191, -0.9044, 0.6184], [1.0059, 2.6377, 0.6231], [0.4989, 2.0790, 1.3910], [2.9381, -1.2231, -0.7767], [2.2684, 0.3108, -2.6750], [-2.4883, -0.1275, 2.0184], [-1.4822, 2.8167, 1.1384], [2.0606, -0.8772, -0.2310], [0.5732, 0.7647, -2.8803], [0.3540, -2.6410, -1.3622], [-2.8172, -1.8644, 2.0486], [-1.1439, -2.2104, 0.2218], [0.5294, -1.7860, -2.0106], [-0.5581, 3.6341, 2.3897], [1.5264, 1.4905, -1.5859], [2.3360, 0.0092, 0.3361], [-0.5658, 0.0961, -0.2512], [-2.0096, 0.6923, -1.4082], [1.3542, 0.5721, -2.1457], [1.1234, 1.5018, 2.0505], [0.9379, -0.5544, -1.2080], [1.7680, -1.6590, 0.4656]], "atomic_forces_ev_per_a": [[0.048, 0.233, -0.419], [0.086, -0.015, -0.028], [-0.128, 0.015, 0.083], [0.140, -0.064, -0.068], [-0.010, -0.053, -0.058], [-0.030, -0.027, -0.028], [-0.062, -0.189, -0.219], [-0.041, 0.012, 0.059], [0.123, -0.083, -0.357], [0.596, 1.360, 1.068], [0.071, -0.034, -0.061], [0.138, -0.085, -0.037], [-0.076, 0.085, 0.086], [-0.095, 0.019, 0.045], [-0.173, 0.103, 0.050], [0.007, 0.055, -0.017], [-0.032, -0.123, 0.018], [-0.034, -0.050, 0.088], [0.080, -0.034, 0.104], [-0.059, 0.104, 0.013], [-0.053, 0.068, 0.098], [0.081, 0.108, -0.034], [0.116, 0.054, 0.097], [0.077, -1.433, -0.207], [-0.317, 0.158, -0.439], [-0.167, 0.058, -0.001], [0.161, -0.324, 0.029], [-0.458, 0.193, 0.021], [0.011, -0.111, 0.113]], "lowdin_spin": [0.06, 0.00, 0.00, 0.00, 0.01, 0.00, 0.11, 0.00, 0.04, 0.74, 0.00, 0.00, 0.00, 0.01, 0.00, 0.00, 0.00, 0.00, 0.01, 0.02, 0.03, 0.00, 0.00, 0.40, 0.46, 0.00, 0.04, 0.06, 0.00], "spin_multiplicity": 3, "homo_energy_ev": [-6.31, -8.74], "charge": 0}

=====

Computed E, in the same sequence as the records: -22018.3330 -28725.8680 eV.
Computed F_max, in the same sequence as the records: 5.8 1.8 eV/A.